Record 1
The following is a DFT calculation (ωB97M-V/def2-TZVPD) of a molecular structure, C29H32BGdN6OS.

Geometry as XYZ:
```
71
Properties=species:S:1:pos:R:3:forces:R:3
Gd 0.828 -0.026 -0.105 0.260 -0.076 0.221
C 4.425 -2.043 -3.558 -0.072 1.773 0.474
C 3.570 -3.256 -3.337 -0.668 0.090 0.098
N 2.973 -3.371 -2.025 -0.955 0.627 1.419
C 1.864 -2.614 -1.532 3.289 -2.250 1.282
S 1.677 -2.647 0.260 0.229 0.369 -0.862
N 1.156 -2.001 -2.369 -1.310 0.583 -1.909
N 0.121 -1.267 -1.851 -1.201 0.354 0.301
C -1.030 -1.097 -2.553 2.112 0.380 0.517
C -1.285 -1.994 -3.704 -1.046 1.334 -1.101
C -1.865 -0.078 -2.128 -0.464 1.220 1.519
C -2.928 0.424 -2.958 0.671 -1.142 -0.136
C -3.771 1.439 -2.986 -1.400 1.229 -0.594
C -4.078 2.475 -1.925 -1.088 -0.724 0.692
C -3.526 1.070 0.046 0.791 1.596 -0.697
N -1.369 0.734 -1.026 1.104 -1.072 -1.774
H 5.021 -2.045 -4.457 -0.188 -0.251 -0.668
H 5.170 -1.887 -2.790 0.145 -0.341 0.574
H 3.841 -1.098 -3.525 0.121 -0.620 -0.245
H 4.175 -4.140 -3.427 0.192 -0.533 -0.359
H 2.746 -3.296 -4.042 0.091 -0.062 -0.401
H 3.592 -3.781 -1.333 -0.550 0.428 0.079
H -2.318 -2.319 -3.575 0.237 -0.807 -0.252
H -0.509 -2.715 -3.831 0.098 -0.900 0.406
H -1.279 -1.459 -4.676 -0.045 0.117 0.544
H -3.027 -0.175 -3.831 0.052 -0.487 -0.729
H -4.416 1.539 -3.879 0.505 -0.230 0.467
H -3.034 3.894 -2.975 -0.061 0.648 0.106
H -3.762 0.583 0.941 -0.374 -1.048 1.196
C -3.073 3.554 -1.943 2.592 0.215 0.443
C -2.050 4.029 -1.170 -1.508 0.057 -0.446
C -1.560 3.701 0.182 -0.447 -1.298 0.689
C -1.456 2.434 0.670 -0.067 1.330 -0.740
C -2.067 1.339 -0.176 -1.005 -0.006 0.763
C -4.445 1.692 -0.671 -0.203 0.192 -0.176
C -0.813 2.137 1.985 -0.823 -0.674 -0.151
C -1.509 2.398 3.191 1.386 -0.294 -0.020
C -0.938 1.951 4.335 -0.525 -0.162 1.810
C 0.235 1.177 4.331 1.191 -0.398 0.952
C 0.854 0.675 5.555 0.049 0.310 -2.158
C 2.052 0.037 5.427 -0.207 0.416 0.105
C 2.733 -0.129 4.190 -0.540 0.848 0.767
C 2.231 0.408 3.056 -1.541 0.228 0.091
C 0.923 1.003 3.099 -0.643 0.519 0.206
N 0.326 1.473 1.950 0.351 -0.182 0.065
H -4.970 3.010 -2.268 -0.196 -0.288 0.085
H -1.558 4.880 -1.627 0.267 -0.063 0.070
H -1.271 4.522 0.850 0.221 -0.214 -0.496
H -5.507 1.530 -0.439 0.481 0.224 -0.187
H -2.418 2.918 3.278 -0.949 0.681 -0.499
H -1.416 2.182 5.329 0.485 -0.389 -1.152
H 0.439 0.880 6.521 -0.295 0.072 0.239
H 2.580 -0.166 6.330 0.306 -0.611 0.461
H 3.726 -0.492 4.241 0.787 -0.508 -0.217
H 2.798 0.479 2.158 0.420 -0.135 -0.664
B 5.059 2.242 -0.086 0.542 0.227 -0.533
C 3.562 1.884 -0.446 1.671 0.874 0.280
N 2.485 1.605 -0.735 -1.570 -0.818 -0.193
H 5.343 3.432 -0.301 -0.406 -0.643 -0.501
H 5.739 1.406 -0.740 -0.345 0.666 0.638
H 5.167 2.227 1.106 -0.016 -0.642 0.426
C -1.903 -3.090 0.370 -0.082 0.730 0.945
C -1.248 -2.346 1.540 -0.953 -1.608 0.141
C -1.047 -3.063 2.843 0.145 -0.517 0.570
O -0.967 -1.179 1.459 0.590 1.548 -0.450
H -2.408 -4.005 0.688 0.001 0.216 -0.047
H -1.131 -3.332 -0.341 0.361 -0.076 -0.302
H -2.584 -2.358 -0.085 0.029 -0.379 -0.074
H -1.983 -3.557 3.206 0.584 0.734 -0.151
H -0.520 -2.439 3.592 -0.790 -0.071 -0.353
H -0.371 -3.899 2.695 0.174 -0.313 -0.402
```
Forces are in eV/Å.

Spin multiplicity ... 8
HOMO energy (spin up / spin down) ... -6.70 / -6.80 eV


Record 2
The following is a DFT calculation (ωB97M-V/def2-TZVPD) of a molecular structure, C29H32BiIN3O2P2.

Geometry as XYZ:
```
70
Properties=species:S:1:pos:R:3:forces:R:3
Bi -0.932 -0.191 -1.441 -1.099 0.792 -0.595
N 1.328 -0.791 0.547 -0.186 0.069 -0.342
P 1.779 -0.347 -1.056 1.235 0.365 1.244
C 3.241 -1.399 -1.323 -0.624 0.107 -0.278
C 3.266 -2.683 -0.775 0.061 -0.068 0.010
C 4.403 -3.460 -0.909 -0.044 -0.013 -0.017
C 5.495 -2.981 -1.623 -0.045 0.035 0.047
C 5.452 -1.720 -2.200 -0.019 0.048 -0.065
C 4.325 -0.924 -2.063 -0.027 0.016 0.047
C 2.382 1.374 -1.070 -0.283 -0.408 -0.271
C 2.218 2.060 -2.275 0.038 -0.248 0.139
C 2.680 3.355 -2.409 0.046 -0.021 -0.050
C 3.308 3.972 -1.336 -0.029 -0.070 -0.089
C 3.468 3.294 -0.136 0.017 0.013 0.069
C 3.010 1.993 0.006 -0.069 -0.110 0.002
P -0.308 -0.781 1.025 1.438 -1.096 0.475
C -0.162 -0.625 2.828 -0.416 0.218 -0.458
C -0.204 0.581 3.516 -0.029 0.048 0.001
C 0.061 0.592 4.875 -0.006 0.112 -0.048
C 0.354 -0.587 5.543 -0.101 -0.042 -0.096
C 0.389 -1.788 4.849 0.135 -0.042 0.027
C 0.148 -1.818 3.487 -0.135 -0.113 -0.067
C -1.081 -2.394 0.680 -0.001 0.519 0.194
C -2.205 -2.765 1.420 0.043 0.066 0.010
C -2.895 -3.917 1.084 0.005 0.039 0.022
C -2.474 -4.695 0.013 0.097 0.080 -0.083
C -1.364 -4.323 -0.733 -0.144 -0.034 -0.130
C -0.682 -3.155 -0.427 0.198 0.161 0.178
H 2.037 -1.144 1.188 -0.100 0.047 -0.039
H 2.419 -3.073 -0.229 -0.047 -0.051 0.078
H 4.435 -4.440 -0.458 0.009 -0.080 0.011
H 6.380 -3.594 -1.724 0.009 0.003 -0.016
H 6.301 -1.353 -2.759 0.003 0.029 -0.007
H 4.301 0.059 -2.509 0.033 0.088 -0.023
H 1.743 1.556 -3.106 -0.072 0.059 -0.201
H 2.561 3.870 -3.350 0.047 0.088 -0.097
H 3.688 4.975 -1.448 0.047 0.136 0.044
H 3.970 3.777 0.687 0.072 0.047 0.129
H 3.148 1.467 0.940 0.046 -0.033 0.109
H -0.456 1.496 3.005 -0.049 0.148 0.005
H 0.030 1.520 5.422 -0.019 0.144 0.031
H 0.538 -0.572 6.606 0.030 -0.007 0.070
H 0.606 -2.705 5.373 0.050 -0.108 0.015
H 0.188 -2.755 2.948 -0.029 -0.065 0.064
H -2.514 -2.159 2.263 -0.057 -0.070 0.045
H -3.750 -4.217 1.670 -0.094 -0.038 0.035
H -3.018 -5.590 -0.249 -0.006 -0.136 0.028
H -1.023 -4.945 -1.545 -0.001 -0.054 -0.119
H 0.206 -2.876 -0.988 0.101 -0.168 -0.011
C -6.402 0.811 -1.450 -0.859 -0.172 -0.081
N -4.984 1.072 -1.376 0.375 0.073 0.138
C -4.528 2.231 -2.111 0.387 0.519 -0.268
C -4.174 0.359 -0.646 -0.030 -0.352 0.242
O -2.937 0.590 -0.483 0.006 -0.357 -0.374
H -6.961 1.660 -1.054 0.087 -0.028 0.046
H -6.673 -0.083 -0.893 0.097 0.001 0.053
H -6.700 0.676 -2.491 0.089 -0.028 0.032
H -4.885 3.149 -1.639 -0.040 -0.097 0.034
H -4.919 2.202 -3.129 0.066 -0.087 0.081
H -3.437 2.245 -2.118 -0.159 0.035 -0.086
H -4.626 -0.488 -0.120 -0.079 0.078 -0.080
N -0.525 4.220 -1.530 -0.021 0.151 -0.201
C -0.565 3.021 -1.000 0.055 0.280 0.000
O -0.749 2.019 -1.757 0.008 -0.581 0.036
C -0.419 2.918 0.473 -0.495 0.012 0.309
I -2.410 3.134 1.319 0.486 0.228 0.121
H -0.635 4.351 -2.529 -0.021 -0.077 0.087
H -0.423 5.049 -0.960 0.021 -0.115 -0.034
H 0.173 3.731 0.883 0.029 -0.075 -0.007
H -0.010 1.956 0.776 -0.033 0.187 -0.075
```
Forces are in eV/Å.

Charge ... +3
Spin multiplicity ... 1
HOMO energy ... -16.70 eV


Record 3
The following is a DFT calculation (ωB97M-V/def2-TZVPD) of a molecular structure, C29H32CrN5S2Si.

Geometry as XYZ:
```
70
Properties=species:S:1:pos:R:3:forces:R:3
Cr -0.276 0.656 0.304 0.757 0.619 -1.052
C -1.882 5.741 -0.831 -0.006 -0.011 -0.016
S -2.522 4.998 0.677 0.027 0.062 -0.001
C -1.783 3.415 0.682 -0.253 -0.094 0.108
S -0.818 2.857 -0.620 0.047 -0.167 0.165
N -2.092 2.759 1.779 0.249 -0.217 -0.281
N -1.567 1.491 1.778 -0.346 0.208 0.207
C -1.590 0.879 2.898 0.097 -0.298 0.137
C -1.030 -0.477 2.943 -0.261 0.364 -0.091
C -1.242 -1.290 4.040 0.002 -0.129 0.115
C -0.847 -2.617 3.976 -0.074 0.086 0.099
C -0.276 -3.076 2.807 0.061 -0.041 -0.134
C -0.075 -2.191 1.757 0.116 0.088 0.073
N -0.406 -0.901 1.824 0.021 -0.073 0.195
H -2.370 6.712 -0.899 0.022 0.001 -0.001
H -2.134 5.144 -1.703 -0.013 0.003 0.002
H -0.805 5.875 -0.771 -0.003 0.007 -0.025
H -2.033 1.348 3.773 0.015 -0.068 0.024
H -1.738 -0.884 4.911 -0.005 -0.030 -0.005
H -1.012 -3.283 4.812 0.012 0.012 0.005
H 0.018 -4.109 2.688 0.002 0.004 0.000
H 0.363 -2.529 0.832 0.032 -0.006 -0.058
N 1.167 1.818 1.547 -0.022 -0.294 0.126
C 2.331 1.018 1.795 -0.085 0.131 0.087
C 2.662 0.659 3.093 -0.016 -0.055 0.022
C 3.763 -0.150 3.330 0.006 -0.004 -0.027
C 4.528 -0.595 2.261 -0.032 0.038 -0.012
C 4.182 -0.231 0.967 0.002 -0.028 -0.010
C 3.081 0.584 0.705 0.011 -0.043 -0.062
C 2.681 0.945 -0.679 0.048 -0.059 0.073
C 3.687 1.196 -1.618 0.005 0.017 -0.005
C 3.374 1.415 -2.946 -0.054 -0.005 0.002
C 2.041 1.368 -3.341 0.027 0.000 0.011
C 1.048 1.130 -2.406 -0.002 0.100 0.056
C 1.328 0.927 -1.049 -0.008 -0.122 0.056
H 0.803 2.194 2.415 -0.045 0.075 -0.032
H 1.349 2.586 0.905 0.039 -0.021 -0.035
H 2.057 1.017 3.920 0.022 0.016 -0.006
H 4.022 -0.425 4.344 -0.004 -0.006 -0.007
H 5.389 -1.227 2.433 -0.016 -0.012 -0.005
H 4.757 -0.608 0.130 0.014 0.021 0.010
H 4.722 1.228 -1.297 -0.006 -0.005 0.004
H 4.157 1.618 -3.664 -0.007 -0.010 -0.007
H 1.776 1.516 -4.381 0.005 0.002 0.006
H 0.018 1.086 -2.743 -0.001 -0.016 0.008
C -3.404 -1.414 0.608 -0.059 -0.065 0.099
Si -2.768 -0.743 -1.035 0.063 -0.023 0.101
C -3.535 0.951 -1.224 -0.072 0.151 0.029
C -3.624 -1.784 -2.338 0.027 -0.167 -0.085
N -1.027 -0.677 -1.027 -0.144 0.090 0.112
C -0.198 -1.588 -1.695 -0.095 0.111 -0.019
C 1.099 -1.903 -1.248 -0.037 -0.145 0.121
C 1.916 -2.813 -1.901 -0.012 0.028 -0.009
C 1.489 -3.455 -3.054 -0.023 0.019 0.022
C 0.235 -3.127 -3.547 0.001 0.014 -0.002
C -0.578 -2.211 -2.898 0.022 0.018 -0.072
H -4.463 -1.674 0.513 0.014 0.013 0.018
H -3.329 -0.668 1.402 0.010 -0.034 0.000
H -2.869 -2.314 0.926 -0.020 0.000 -0.021
H -4.578 0.820 -1.528 0.007 0.006 0.029
H -3.033 1.552 -1.982 -0.034 -0.021 -0.032
H -3.538 1.523 -0.294 0.007 0.020 -0.032
H -4.694 -1.738 -2.118 0.008 0.002 0.005
H -3.321 -2.833 -2.325 -0.020 0.020 -0.016
H -3.479 -1.396 -3.348 -0.056 -0.007 0.014
H 1.499 -1.402 -0.376 -0.018 -0.051 0.018
H 2.905 -3.008 -1.502 -0.008 0.000 0.001
H 2.121 -4.170 -3.561 0.002 0.012 -0.013
H -0.119 -3.574 -4.469 0.003 0.000 -0.003
H -1.515 -1.941 -3.357 0.053 -0.030 0.013
```
Forces are in eV/Å.

Spin multiplicity ... 4
HOMO energy (spin up / spin down) ... -6.88 / -7.05 eV